A structure of composition C21H20ClCrN2O3Se2, computed with ωB97M-V/def2-TZVPD.

The calculation puts the LUMO energy (spin up / spin down) at -1.34 / -1.33 eV. The energy above the lowest of the compared OMol25 structures with the same formula, charge and spin comes out at 0.00 kJ/mol. The calculation puts the total energy at -202862.1962 eV. As for the expectation value of S²: 3.843. For the HOMO-LUMO gap (spin up / spin down), the calculation gives 5.66 / 5.90 eV. The max |F| is 2.83 eV/Å. Its spin multiplicity is 4.

XYZ file:
```
50
Properties=species:S:1:pos:R:3:forces:R:3
Cr -1.028 0.020 -0.038 0.0 0.8 -0.8
Cl -0.307 5.811 4.046 0.1 0.2 0.1
C -0.695 4.572 2.902 0.1 -0.3 0.3
C -1.045 4.929 1.597 -0.1 -0.4 -0.1
C -1.401 3.953 0.700 -0.1 0.2 0.1
C -1.404 2.593 1.063 0.1 -0.1 0.3
O -1.783 1.704 0.199 -0.2 1.1 0.0
C -0.981 2.235 2.380 -0.1 0.4 -0.4
C -0.895 0.880 2.793 0.0 -0.3 -0.4
N -0.995 -0.131 1.976 0.0 1.3 0.9
C -0.939 -1.438 2.414 0.2 -1.0 1.2
C -0.667 -1.890 3.704 -0.2 0.7 -1.1
C -0.656 -3.252 3.971 -0.1 -0.8 -0.2
C -0.935 -4.176 2.990 0.1 0.1 0.4
C -1.239 -3.761 1.681 0.0 0.4 -0.1
C -1.577 -4.640 0.632 -0.2 0.6 -0.6
C -1.923 -4.103 -0.592 0.1 -1.0 0.7
C -1.860 -2.734 -0.795 0.3 1.2 0.4
N -1.465 -1.866 0.151 -0.5 -2.7 -0.6
C -1.219 -2.374 1.395 0.1 -0.4 0.1
C -0.662 3.257 3.292 0.0 0.2 -0.1
H -1.046 5.967 1.306 0.0 0.1 0.0
H -1.692 4.203 -0.311 0.0 0.0 0.0
H -0.721 0.712 3.855 -0.1 -0.1 0.0
H -0.452 -1.198 4.503 0.0 0.1 0.0
H -0.429 -3.585 4.973 0.0 -0.1 0.1
H -0.921 -5.232 3.209 0.0 -0.1 0.1
H -1.582 -5.704 0.802 0.0 -0.2 0.0
H -2.227 -4.736 -1.413 0.0 0.0 0.0
H -2.111 -2.310 -1.761 0.2 0.1 0.1
H -0.383 2.994 4.301 0.1 0.0 0.1
O 3.073 -1.132 -4.031 0.2 -0.4 -0.2
C 2.863 0.252 -3.868 -0.1 0.6 0.2
C 1.771 0.473 -2.789 0.1 0.1 -0.1
C 1.591 1.983 -2.525 0.1 -0.5 0.6
O 1.189 2.727 -3.640 -0.1 0.3 -0.8
C 0.489 -0.172 -3.326 -0.4 -0.2 0.4
Se -1.221 0.285 -2.420 0.2 0.1 -0.7
C 2.301 -0.232 -1.540 -0.4 -0.2 0.2
Se 1.341 -0.025 0.182 0.5 0.0 -0.2
H 3.736 -1.274 -4.715 -0.1 0.0 0.1
H 2.544 0.694 -4.823 0.0 0.0 0.1
H 3.796 0.747 -3.549 -0.1 0.0 0.0
H 2.516 2.389 -2.089 0.0 -0.1 0.0
H 0.786 2.110 -1.793 0.3 -0.1 -0.1
H 1.895 2.744 -4.295 0.0 0.0 0.1
H 0.587 -1.257 -3.305 0.1 0.1 -0.2
H 0.322 0.155 -4.352 0.0 -0.1 0.0
H 3.307 0.134 -1.317 -0.1 -0.1 0.0
H 2.354 -1.305 -1.730 0.1 0.2 0.0
```
Forces are in eV/Å.

***

An isolated molecule of C21H20ClFN2O4, computed with ωB97M-V/def2-TZVPD.

The calculation puts the LUMO energy at 0.69 eV. The calculation puts the total energy at -48513.1712 eV. For the HOMO-LUMO gap, the calculation gives 9.13 eV. The max |F| is 0.61 eV/Å. Its SMILES is CCOC(=O)C1=C(C)NC(=O)N[C@H]1c1ccccc1OCc1c(F)cccc1Cl.

XYZ file:
```
49
Properties=species:S:1:pos:R:3:forces:R:3
C 3.422 -2.221 -2.036 0.1 0.3 0.3
C 4.255 -1.274 -1.183 0.2 -0.2 -0.5
O 3.446 -0.577 -0.243 -0.2 0.2 0.3
C 2.797 0.519 -0.695 0.1 0.2 -0.4
O 2.955 0.937 -1.823 0.1 -0.2 0.0
C 1.937 1.093 0.337 -0.1 0.2 0.4
C 1.288 2.274 0.198 0.4 -0.3 -0.1
C 1.346 3.176 -0.987 0.1 0.0 -0.1
N 0.513 2.750 1.221 -0.1 0.3 -0.1
C 0.354 2.136 2.449 0.2 0.2 0.1
O -0.399 2.587 3.286 -0.3 0.1 0.2
N 1.177 1.081 2.659 0.3 -0.1 0.2
C 1.755 0.272 1.599 0.0 -0.1 -0.2
C 0.915 -0.961 1.307 -0.1 0.1 0.1
C 1.504 -2.215 1.301 -0.2 0.0 0.0
C 0.771 -3.356 1.022 0.0 -0.2 0.0
C -0.580 -3.245 0.750 0.1 0.0 0.0
C -1.194 -2.006 0.767 -0.2 0.3 0.0
C -0.460 -0.859 1.045 0.1 -0.3 0.1
O -1.003 0.393 1.084 0.3 -0.3 -0.2
C -2.388 0.544 1.319 -0.3 0.2 0.2
C -3.213 0.522 0.055 0.2 0.0 0.0
C -2.870 1.354 -1.007 -0.4 -0.2 -0.1
F -1.836 2.201 -0.857 0.0 0.0 0.0
C -3.559 1.372 -2.205 0.2 0.1 0.1
C -4.651 0.537 -2.357 0.1 0.0 0.1
C -5.045 -0.287 -1.318 -0.1 -0.1 0.0
C -4.330 -0.289 -0.129 0.1 0.3 -0.3
Cl -4.880 -1.324 1.146 -0.1 -0.1 0.1
H 2.726 -1.649 -2.645 0.0 0.0 -0.1
H 4.072 -2.797 -2.688 0.1 -0.1 -0.1
H 2.856 -2.898 -1.400 0.0 -0.1 0.0
H 4.773 -0.549 -1.820 0.0 -0.1 0.2
H 4.982 -1.824 -0.580 -0.1 0.1 -0.1
H 0.357 3.235 -1.439 -0.1 0.0 -0.1
H 1.638 4.177 -0.674 0.0 0.1 0.1
H 2.047 2.800 -1.723 -0.1 0.1 0.0
H -0.061 3.564 1.056 0.0 -0.1 0.1
H 1.021 0.600 3.533 -0.1 0.2 -0.1
H 2.739 -0.069 1.948 -0.2 0.0 -0.1
H 2.559 -2.293 1.516 0.1 0.0 0.0
H 1.251 -4.322 1.019 0.0 -0.1 0.0
H -1.166 -4.124 0.525 -0.1 -0.1 0.0
H -2.247 -1.938 0.548 -0.1 0.0 0.0
H -2.477 1.530 1.793 0.0 -0.2 0.0
H -2.746 -0.214 2.023 0.1 0.1 -0.1
H -3.240 2.036 -2.992 0.1 0.1 -0.1
H -5.204 0.534 -3.283 -0.1 0.0 -0.1
H -5.903 -0.930 -1.422 -0.1 -0.1 0.0
```
Forces are in eV/Å.

***

A structure of composition C21H20ClGdNPS, computed with ωB97M-V/def2-TZVPD.

The calculation puts the LUMO energy (spin up / spin down) at -7.45 / -9.30 eV. The energy above the lowest of the compared OMol25 structures with the same formula, charge and spin comes out at 0.00 kJ/mol. The calculation puts the total energy at -77056.8795 eV. As for the expectation value of S²: 16.087. For the HOMO-LUMO gap (spin up / spin down), the calculation gives 7.09 / 5.18 eV. The max |F| is 4.09 eV/Å. Its charge is +2. Its spin multiplicity is 8.

XYZ file:
```
46
Properties=species:S:1:pos:R:3:forces:R:3
Gd 1.315 -0.725 0.402 -3.4 0.2 2.3
Cl -0.263 1.173 0.513 0.3 -0.5 -0.1
P -0.112 -2.204 -1.576 -0.8 -0.7 -0.5
C 0.923 -3.600 -0.986 0.3 0.6 0.3
C 1.825 -4.233 -1.859 -0.3 0.1 0.3
C 2.667 -5.232 -1.369 -0.1 0.1 0.1
C 2.702 -5.497 0.006 0.2 -0.1 -0.4
C 1.899 -4.784 0.900 0.0 0.1 0.1
C 0.984 -3.844 0.420 0.3 0.0 -0.7
C -1.851 -2.622 -1.274 -0.3 0.4 0.6
C -2.808 -1.580 -1.365 0.2 -0.2 0.1
C -4.120 -1.797 -0.942 0.1 -0.1 -0.1
C -4.482 -3.046 -0.419 0.2 -0.1 0.0
C -3.541 -4.079 -0.319 0.1 0.0 -0.2
C -2.228 -3.870 -0.749 0.1 0.2 0.1
C 0.071 -1.958 -3.361 0.6 0.5 -0.3
C 0.590 -0.726 -3.829 -0.3 -0.6 0.2
C 0.520 -0.416 -5.184 0.0 -0.1 -0.3
C 0.002 -1.357 -6.087 0.0 -0.2 0.3
C -0.404 -2.626 -5.644 0.1 0.1 0.3
C -0.385 -2.923 -4.277 0.0 0.2 0.0
H -2.504 -0.598 -1.736 -0.1 -0.2 0.1
H -4.865 -0.993 -1.008 0.4 -0.4 0.0
H -5.503 -3.224 -0.070 0.4 0.1 -0.2
H -3.813 -5.058 0.091 0.0 0.5 -0.2
H -1.471 -4.650 -0.665 -0.4 0.1 0.0
H 1.845 -3.930 -2.911 -0.1 -0.3 0.3
H 3.288 -5.787 -2.076 -0.1 0.2 0.4
H 3.383 -6.267 0.367 -0.2 0.2 0.0
H 1.991 -4.960 1.974 -0.1 -0.1 -0.4
H 0.287 -3.352 1.118 0.1 -0.3 -0.3
H 1.038 -0.022 -3.121 -0.3 0.0 -0.2
H 0.857 0.562 -5.546 -0.1 -0.5 0.2
H -0.083 -1.110 -7.146 0.1 0.0 0.3
H -0.748 -3.386 -6.352 0.1 0.4 0.3
H -0.713 -3.900 -3.910 -0.1 0.3 -0.2
H 2.497 -1.579 -1.094 -0.5 1.1 -2.2
H 2.073 -0.979 -1.477 1.8 -2.0 -0.3
S 5.592 0.403 0.278 -1.0 0.6 -0.3
C 4.939 1.930 -0.303 -0.4 -0.9 0.1
C 3.582 1.851 -0.437 0.0 -1.3 0.9
N 3.052 0.615 -0.013 2.7 0.2 -0.3
C 4.019 -0.269 0.352 0.0 2.5 -0.6
H 5.553 2.798 -0.515 0.1 -0.3 0.1
H 2.890 2.620 -0.768 0.2 -0.1 0.1
H 3.798 -1.310 0.624 0.4 0.3 0.0
```
Forces are in eV/Å.

***

The ion C21H20F2N with charge +1, computed with ωB97M-V/def2-TZVPD.

The calculation puts the LUMO energy at -4.64 eV. The energy above the lowest of the compared OMol25 structures with the same formula, charge and spin comes out at 105.39 kJ/mol. The calculation puts the total energy at -29018.4758 eV. For the HOMO-LUMO gap, the calculation gives 6.64 eV. The max |F| is 5.21 eV/Å. Its charge is +1. Its SMILES is CC1=CC(C)=[NH+][C@@H]1[C@H](/C=C/c1cccc(F)c1)c1cccc(F)c1.

XYZ file:
```
44
Properties=species:S:1:pos:R:3:forces:R:3
C -2.628 -0.496 2.818 -1.1 -0.7 0.6
C -1.253 -0.127 3.104 1.0 -0.1 -0.7
C -0.161 -0.908 2.783 -0.9 0.3 0.6
C 0.994 -0.097 2.853 -1.7 2.1 1.1
C 2.381 -0.456 2.676 1.2 -0.8 -0.3
N 0.602 1.144 3.206 0.7 -1.5 0.7
C -0.803 1.230 3.613 -1.3 2.3 -4.5
C -1.179 1.828 4.986 1.8 -1.5 3.1
C -2.619 2.040 5.421 -0.8 -0.8 0.2
C -3.477 1.038 5.759 1.6 0.3 -0.6
C -4.915 1.149 5.948 -2.0 0.2 -0.4
C -5.732 0.002 6.178 0.4 0.9 -0.2
C -7.126 0.084 6.225 -0.3 0.4 0.1
C -7.793 1.311 6.012 0.8 -0.7 0.3
C -6.981 2.400 5.726 -0.7 1.2 0.4
F -7.631 3.622 5.583 1.0 -1.3 -0.1
C -5.589 2.369 5.669 -0.3 -0.7 0.2
C -0.320 3.099 5.308 0.0 -0.8 -0.2
C 1.057 2.972 5.588 -0.2 -0.4 -0.9
C 1.903 4.072 5.509 0.1 0.4 -0.4
C 1.394 5.368 5.283 -0.8 -1.2 0.3
C 0.011 5.470 5.184 -0.2 0.8 -0.3
F -0.510 6.725 4.945 0.3 -1.4 0.3
C -0.867 4.370 5.189 0.4 0.9 -0.7
H -2.733 -1.585 2.756 0.0 0.2 0.2
H -3.197 -0.101 3.656 -0.7 -0.1 -0.2
H -3.075 -0.132 1.878 0.6 0.4 0.3
H -0.168 -1.963 2.521 -0.1 0.4 -0.1
H 2.480 -1.542 2.662 0.0 0.1 -0.2
H 2.823 -0.070 1.757 -0.1 0.1 0.0
H 2.987 -0.117 3.514 0.0 0.3 0.0
H 1.205 1.929 3.108 0.4 0.6 0.5
H -1.223 2.093 2.933 0.4 -1.8 0.4
H -0.778 0.937 5.576 -0.4 1.3 0.4
H -2.930 3.067 5.655 0.1 -0.5 -0.7
H -3.055 0.023 5.818 -0.3 0.3 -0.2
H -5.245 -0.958 6.258 0.0 -0.1 0.3
H -7.724 -0.805 6.469 0.4 0.4 -0.2
H -8.880 1.412 6.111 0.6 0.0 -0.2
H -5.049 3.255 5.358 -0.2 0.0 0.2
H 1.478 1.959 5.654 -0.1 0.5 0.2
H 2.985 3.908 5.472 -0.4 0.1 0.4
H 2.020 6.233 5.171 0.1 0.2 0.0
H -1.912 4.570 4.919 0.5 -0.1 0.3
```
Forces are in eV/Å.

***

A structure of composition C21H20F4LaN5O7, computed with ωB97M-V/def2-TZVPD.

The calculation puts the LUMO energy at 4.62 eV. The calculation puts the total energy at -55623.0761 eV. For the HOMO-LUMO gap, the calculation gives 6.94 eV. The max |F| is 1.95 eV/Å. Its charge is -2.

XYZ file:
```
58
Properties=species:S:1:pos:R:3:forces:R:3
La -0.708 -0.150 -0.066 1.4 0.2 -1.3
O -2.984 -2.060 -3.696 0.0 0.3 0.1
C -2.436 -1.338 -2.855 -0.1 -0.4 -0.2
O -1.677 -1.701 -1.909 0.1 0.2 0.2
C -2.651 0.179 -2.960 -0.2 -0.1 -0.3
C -3.478 0.741 -3.934 -0.1 -0.4 0.0
C -3.586 2.120 -4.002 0.0 0.1 -0.1
C -2.850 2.890 -3.117 0.1 0.4 0.3
C -2.050 2.252 -2.168 -0.1 0.2 -0.2
N -1.972 0.926 -2.095 -0.3 0.3 -0.5
C -1.177 3.040 -1.184 0.1 0.4 0.0
O -1.273 4.271 -1.188 -0.1 -0.1 -0.1
O -0.409 2.334 -0.466 -0.1 -0.1 -0.1
H -4.015 0.075 -4.611 0.2 0.2 0.2
H -4.226 2.592 -4.753 0.2 -0.1 0.2
H -2.875 3.980 -3.123 0.0 -0.3 0.0
N 0.667 -2.537 -0.493 -0.3 -0.4 -0.6
C 0.850 -3.261 0.760 -0.1 -0.1 0.4
C -0.366 -3.081 1.699 0.5 -0.3 0.0
O -0.627 -3.995 2.504 0.0 0.0 -0.1
N -0.999 -1.931 1.554 -0.5 -0.4 0.4
C -2.203 -1.790 2.356 0.0 -0.2 0.4
C -2.866 -0.414 2.143 -0.5 -0.2 1.0
O -3.516 0.074 3.073 0.1 -0.1 -0.1
O -2.706 0.141 1.003 -0.7 0.1 0.2
H -0.168 -2.893 -0.981 0.4 0.1 0.1
H 1.468 -2.693 -1.111 -0.3 0.2 0.2
H 1.744 -2.876 1.275 -0.2 0.0 -0.1
H 0.986 -4.341 0.617 0.0 0.1 0.1
H -1.983 -1.924 3.434 -0.3 0.1 -0.4
H -2.943 -2.572 2.078 0.2 0.3 0.2
C -0.231 0.509 3.793 -0.1 -0.4 0.2
N -0.010 1.199 2.527 0.0 0.2 0.1
C -0.745 2.462 2.546 -0.3 0.3 -0.2
C 1.412 1.462 2.327 0.4 0.0 -0.1
C 2.187 0.254 1.791 0.3 0.3 0.2
N 1.830 0.061 0.404 0.2 0.1 0.1
C 2.736 -0.191 -0.513 0.3 0.0 -0.1
C 2.329 -0.161 -1.888 -0.4 0.0 -0.2
F 0.997 0.099 -2.143 0.8 -0.1 0.0
C 3.170 -0.357 -2.949 0.1 0.0 0.0
F 2.691 -0.288 -4.213 -0.1 0.0 0.2
C 4.524 -0.624 -2.774 0.3 -0.1 -0.3
C 4.960 -0.712 -1.462 -0.1 0.1 -0.3
F 6.270 -1.009 -1.248 -0.2 0.0 0.1
C 4.131 -0.523 -0.379 0.1 0.0 0.0
F 4.705 -0.712 0.850 -0.2 0.0 -0.1
H 0.197 1.082 4.647 -0.1 -0.1 -0.3
H 0.221 -0.495 3.769 -0.1 0.3 0.0
H -1.311 0.396 3.963 0.3 0.0 0.0
H -0.390 3.128 3.356 0.0 -0.1 0.0
H -1.816 2.260 2.692 0.3 0.0 0.0
H -0.613 2.971 1.583 0.0 -0.1 0.3
H 1.885 1.814 3.269 -0.2 0.0 -0.1
H 1.498 2.266 1.582 0.0 -0.2 0.2
H 1.936 -0.647 2.372 0.1 0.1 0.1
H 3.261 0.464 1.933 -0.4 -0.1 0.0
H 5.204 -0.762 -3.618 -0.3 0.0 0.4
```
Forces are in eV/Å.

***

An isolated molecule of C21H20FN3O, computed with ωB97M-V/def2-TZVPD.

The calculation puts the LUMO energy at 0.20 eV. The calculation puts the total energy at -31334.8678 eV. For the HOMO-LUMO gap, the calculation gives 7.92 eV. The max |F| is 7.26 eV/Å. Its SMILES is Cc1ccc(F)cc1-c1ccc2cc(/N=C3\NC(C)(C)CO3)ncc2c1.

XYZ file:
```
46
Properties=species:S:1:pos:R:3:forces:R:3
C 1.035 3.334 3.160 -0.6 0.9 0.0
C -0.435 3.755 3.301 -1.3 -2.2 0.9
C -0.764 5.023 3.791 0.3 -1.5 -0.4
C -2.067 5.289 4.148 0.0 1.4 -0.2
C -3.078 4.398 3.874 1.1 0.3 0.3
F -4.274 4.969 4.066 -1.1 -1.0 0.0
C -2.819 3.099 3.462 0.0 -0.5 0.0
C -1.483 2.740 3.179 0.2 6.8 2.6
C -1.135 1.509 2.718 -0.9 -5.0 -2.6
C -0.883 0.352 3.510 0.4 0.4 1.7
C -0.667 -0.863 2.947 1.4 -0.5 1.7
C -0.442 -0.960 1.579 -1.4 -1.4 -0.6
C 0.061 -2.104 0.972 1.3 -0.9 0.7
C 0.202 -2.173 -0.388 -1.6 1.7 0.4
N 0.791 -3.250 -0.900 3.1 -3.7 -3.7
C 1.357 -3.330 -2.098 -1.8 1.8 1.0
N 1.426 -2.267 -3.020 -0.8 -1.0 0.4
C 1.479 -2.887 -4.361 1.9 1.5 0.6
C 2.513 -2.132 -5.296 0.3 1.2 0.0
C 0.062 -3.005 -4.913 2.1 -0.3 -2.3
C 2.133 -4.238 -4.005 1.9 1.6 -1.6
O 1.897 -4.470 -2.682 -1.9 0.6 3.7
N -0.319 -1.191 -1.180 0.4 2.4 -0.4
C -0.735 -0.031 -0.642 0.4 -2.5 1.4
C -0.927 0.052 0.778 0.1 2.5 -1.5
C -1.366 1.282 1.381 1.1 0.5 -1.6
H 1.388 4.044 2.404 0.8 -0.1 0.4
H 1.557 3.411 4.156 -0.4 0.1 -1.2
H 1.185 2.338 2.736 -0.2 0.1 0.2
H 0.065 5.701 3.841 0.0 0.7 0.5
H -2.412 6.247 4.573 0.5 -0.4 -0.4
H -3.578 2.302 3.428 0.2 0.7 -0.2
H -0.786 0.467 4.623 -0.4 -0.1 -1.2
H -0.404 -1.751 3.553 -0.4 0.7 -0.2
H 0.541 -2.910 1.559 -0.6 0.5 -0.3
H 0.630 -1.590 -2.870 1.2 -0.8 0.2
H 2.879 -2.792 -6.084 -0.2 -0.2 0.0
H 1.958 -1.333 -5.826 0.4 -0.1 0.3
H 3.511 -1.651 -4.861 -2.5 -1.2 -0.2
H 0.174 -2.797 -5.997 -0.7 0.2 0.5
H -0.098 -4.046 -4.890 -1.1 -1.2 0.2
H -0.713 -2.448 -4.448 -0.4 0.6 0.4
H 1.756 -5.041 -4.634 0.3 -0.2 0.1
H 3.249 -4.055 -4.084 -1.1 -0.7 -0.4
H -0.800 0.876 -1.227 -0.6 -0.2 -0.5
H -1.665 2.130 0.670 0.3 -1.3 1.3
```
Forces are in eV/Å.